# C62H166N14O17

14 unconnected molecules or ions with the total composition C62H166N14O17 in a non-equilibrium geometry (ωB97M-V/def2-TZVPD, the Open Molecules 2025 dataset).

Each line ends with the Mulliken charge.
CARTESIAN COORDINATES (ANGSTROEM)
1 C -1.5199 -21.6845 19.2328  -1.627
2 C -0.3304 -22.5741 18.7981  1.289
3 C -0.8107 -23.9589 18.3376  -0.399
4 O -1.5666 -24.5376 19.3720  0.357
5 C -2.2780 -25.7376 18.9475  -0.358
6 N 0.5686 -22.1025 17.7235  -0.537
7 H -1.0189 -20.7936 19.5643  0.512
8 H -2.0845 -22.2092 19.9970  0.173
9 H -2.2218 -21.4306 18.4600  0.332
10 H 0.3132 -22.6932 19.6996  -0.464
11 H 0.1071 -24.6618 18.2342  -0.428
12 H -1.3237 -23.9659 17.3558  0.713
13 H -3.2509 -25.4978 18.4699  0.152
14 H -2.4496 -26.2648 19.8717  0.078
15 H -1.6352 -26.3250 18.2749  -0.081
16 H 0.8439 -21.1914 17.9743  0.276
17 H 0.0570 -21.9254 16.8683  0.248
18 C -7.0607 -22.1330 20.8791  -1.628
19 C -5.6722 -22.7986 20.9435  0.516
20 C -5.5281 -23.8106 22.0862  0.011
21 O -5.9347 -23.2083 23.2880  -0.370
22 C -5.5905 -24.0467 24.3208  -0.450
23 N -5.2667 -23.3766 19.6843  -0.391
24 H -7.0911 -21.3888 20.1153  0.469
25 H -7.2760 -21.5768 21.7948  0.331
26 H -7.8693 -22.8496 20.7079  0.342
27 H -4.9691 -22.0070 21.3121  0.046
28 H -4.4758 -24.1495 22.1082  -0.210
29 H -6.1362 -24.7035 21.7472  0.246
30 H -6.1064 -25.0079 24.2682  0.438
31 H -5.8482 -23.5305 25.2581  0.298
32 H -4.4563 -24.2938 24.3477  -0.057
33 H -5.8752 -24.0395 19.1891  0.235
34 H -5.0764 -22.6176 19.0453  0.257
35 C -4.6407 -25.1712 29.5224  -1.475
36 C -4.3313 -25.0712 28.0443  0.257
37 C -3.0872 -24.2025 27.9207  0.421
38 O -3.3865 -22.9015 28.4614  -0.436
39 C -2.3138 -21.9784 28.2506  -0.342
40 N -4.1431 -26.3358 27.3751  -0.333
41 H -5.1533 -24.2514 29.8239  0.380
42 H -3.6677 -25.0749 30.0417  0.338
43 H -5.2103 -26.0729 29.9364  0.327
44 H -5.1751 -24.5149 27.5886  0.055
45 H -2.6673 -24.1394 26.9168  -0.177
46 H -2.2751 -24.6316 28.5472  0.130
47 H -2.0291 -21.8277 27.2041  0.002
48 H -1.3724 -22.3760 28.7226  0.248
49 H -2.6353 -21.0569 28.7206  0.275
50 H -5.0414 -26.7314 27.1486  0.285
51 H -3.5805 -26.9369 27.9944  0.211
52 C -0.1142 -29.9839 19.7168  1.031
53 C -0.2549 -30.5638 18.2871  -0.624
54 C 0.3704 -29.6525 17.2580  0.508
55 O -0.3475 -28.4727 17.2831  -0.412
56 C 0.3061 -27.4543 16.6088  -0.169
57 N 0.3762 -31.8559 18.2024  -0.586
58 H 0.9296 -30.2307 20.0259  -0.586
59 H -0.7638 -30.5990 20.3602  -0.453
60 H -0.3858 -28.9100 19.9269  0.106
61 H -1.2361 -30.7161 17.9583  0.667
62 H 0.4098 -30.1266 16.2510  0.267
63 H 1.4586 -29.4788 17.5706  -0.662
64 H 1.0541 -26.9916 17.2501  0.031
65 H -0.5349 -26.7947 16.2372  0.270
66 H 0.6669 -27.8261 15.6490  0.040
67 H -0.0786 -32.6243 18.5931  0.229
68 H 1.3644 -31.7301 18.3609  0.133
69 C 2.9368 -33.5849 23.6016  -1.718
70 C 2.3128 -32.2920 23.1768  1.326
71 C 3.1750 -31.3678 22.2271  -0.472
72 O 4.3340 -31.1477 23.0050  -0.509
73 C 5.3533 -30.2974 22.5536  0.176
74 N 1.1140 -32.5789 22.4627  -0.442
75 H 3.1626 -34.2221 22.7392  0.427
76 H 2.2080 -34.0885 24.2777  0.418
77 H 3.8875 -33.5402 24.1480  0.313
78 H 2.0268 -31.6049 24.0831  -0.506
79 H 2.5801 -30.4446 22.1638  -0.197
80 H 3.4368 -31.7439 21.2734  0.836
81 H 5.7135 -30.5785 21.4926  0.069
82 H 6.1185 -30.4023 23.3529  0.411
83 H 5.0223 -29.2449 22.5749  -0.572
84 H 0.9874 -31.8376 21.8086  0.089
85 H 1.2570 -33.4735 21.9694  0.318
86 C 7.0224 -24.1267 13.9993  -1.402
87 C 6.0188 -23.4439 14.9300  0.268
88 C 5.0067 -24.5414 15.3443  -0.467
89 O 4.1411 -24.1050 16.3803  -0.235
90 C 3.1473 -25.0159 16.6445  -0.626
91 N 6.6703 -22.8993 16.1339  -0.668
92 H 7.4797 -25.0183 14.4593  0.365
93 H 7.7163 -23.3537 13.6864  0.397
94 H 6.4696 -24.4201 13.0763  0.296
95 H 5.3140 -22.6623 14.5199  0.386
96 H 5.5974 -25.4451 15.6171  0.274
97 H 4.3946 -24.7940 14.4481  0.093
98 H 2.4001 -25.1243 15.7860  0.277
99 H 2.5855 -24.6896 17.5245  0.235
100 H 3.5636 -26.0379 16.9384  0.205
101 H 5.9522 -22.3950 16.6443  0.294
102 H 7.0282 -23.6289 16.6948  0.274
103 C 4.6476 -27.9503 25.1765  -1.369
104 C 3.1540 -28.2865 25.3061  2.588
105 C 2.6903 -28.6280 26.7336  -0.545
106 O 1.4255 -29.3008 26.7214  -0.096
107 C 1.0444 -29.6515 28.0405  -1.015
108 N 2.3689 -27.1855 24.8022  1.995
109 H 5.0956 -28.9219 25.1154  0.671
110 H 4.9043 -27.5243 26.1212  0.629
111 H 4.7402 -27.4004 24.2567  -0.502
112 H 2.8531 -29.1953 24.7170  -1.138
113 H 2.6000 -27.7618 27.4306  -0.437
114 H 3.4942 -29.2753 27.2305  0.390
115 H 1.5591 -29.0255 28.7909  0.287
116 H 1.3769 -30.5887 28.4510  0.295
117 H -0.0080 -29.5464 28.0898  0.375
118 H 1.3895 -27.2720 24.9399  -1.001
119 H 2.5135 -27.0452 23.7979  -0.965
120 C 6.7818 -27.0159 21.3023  -0.115
121 C 7.8158 -26.7430 22.4692  0.967
122 C 8.9164 -27.7784 22.5653  -1.232
123 O 8.3982 -29.1100 22.6313  -0.165
124 C 8.8773 -30.0026 21.6495  -0.764
125 N 8.3726 -25.4188 22.3492  -0.527
126 H 6.5062 -28.0945 21.3059  -0.101
127 H 7.3799 -26.8051 20.3844  0.489
128 H 5.8835 -26.3794 21.4023  -0.697
129 H 7.2783 -26.7159 23.4416  -0.022
130 H 9.4858 -27.5148 23.4739  0.201
131 H 9.5309 -27.5587 21.6941  0.567
132 H 9.8875 -30.3403 21.9233  0.262
133 H 8.9426 -29.4083 20.7137  0.358
134 H 8.2160 -30.8294 21.5564  0.201
135 H 9.2733 -25.5039 21.8780  0.280
136 H 8.5912 -25.0010 23.2930  0.301
137 C -2.1120 -29.7596 25.2066  -1.054
138 C -1.3878 -30.3190 24.0211  0.966
139 C -2.3495 -30.5468 22.9145  -0.400
140 O -3.3667 -31.4881 23.4433  -0.440
141 C -4.6157 -31.3299 22.7402  -0.851
142 N -0.3386 -29.4216 23.6111  1.046
143 H -1.4079 -29.6839 26.0456  -0.064
144 H -3.0346 -30.3131 25.4154  0.429
145 H -2.1959 -28.6806 25.0089  0.189
146 H -0.9394 -31.3000 24.2764  0.291
147 H -1.8140 -31.0199 22.0895  -0.071
148 H -2.8258 -29.6484 22.5180  0.365
149 H -5.2016 -32.2605 23.0054  0.269
150 H -4.5398 -31.1525 21.6369  0.282
151 H -5.0628 -30.4472 23.0103  0.394
152 H -0.5178 -28.4927 24.0189  -1.036
153 H 0.4939 -29.7564 24.1195  -0.543
154 C 5.6126 -22.2593 19.5534  -2.036
155 C 4.9615 -21.7344 20.8072  1.356
156 C 5.1814 -22.5333 22.1100  -0.585
157 O 4.8338 -23.8584 21.8370  0.201
158 C 4.5675 -24.6171 23.0038  -1.127
159 N 5.4315 -20.3542 21.0452  -0.724
160 H 5.2830 -23.2738 19.4972  0.367
161 H 6.6568 -22.1473 19.6047  0.394
162 H 5.3262 -21.6716 18.7220  0.506
163 H 3.8681 -21.7657 20.6279  -0.134
164 H 4.4927 -22.0897 22.8407  0.106
165 H 6.2199 -22.5697 22.5103  0.084
166 H 4.3808 -25.6589 22.6635  -0.560
167 H 3.7101 -24.2519 23.5411  0.754
168 H 5.4424 -24.6524 23.6170  0.712
169 H 5.1897 -20.0982 22.0051  0.275
170 H 6.4682 -20.3880 21.0106  0.335
171 C 4.3224 -23.2929 28.2360  -1.561
172 C 3.6120 -24.5342 27.6861  0.495
173 C 2.1144 -24.2285 27.9757  0.641
174 O 1.8886 -24.5786 29.2849  -0.498
175 C 1.3470 -25.8552 29.3688  -0.068
176 N 3.8262 -24.5741 26.2098  0.062
177 H 3.7914 -22.3803 28.0291  0.129
178 H 5.3770 -23.2243 27.9058  0.431
179 H 4.2654 -23.3503 29.3589  0.345
180 H 3.7724 -25.3640 28.3206  0.299
181 H 1.3836 -24.7513 27.3492  -0.806
182 H 1.9608 -23.1161 27.8733  0.343
183 H 0.2758 -25.7657 29.1564  -0.134
184 H 1.3949 -26.1066 30.4112  0.454
185 H 1.8684 -26.6319 28.8389  -0.018
186 H 3.4692 -25.4482 25.8910  -0.392
187 H 4.7790 -24.5285 26.0141  0.353
188 C 4.5287 -19.6710 25.8421  -0.773
189 O 3.8678 -19.7482 24.6247  -0.314
190 C 2.5017 -20.1565 24.6956  0.058
191 C 1.9508 -20.3582 23.2728  -0.339
192 N 0.5088 -20.4977 23.2422  -0.181
193 C 0.0186 -21.8069 23.6562  0.235
194 C -1.4211 -21.8935 23.6486  -0.188
195 O -1.9123 -21.4079 24.8853  -0.493
196 C -3.3394 -21.4539 24.8555  -0.693
197 H 5.5285 -20.0237 25.7610  0.315
198 H 4.0719 -20.1649 26.6772  0.227
199 H 4.6038 -18.6672 26.2435  0.320
200 H 1.8779 -19.3982 25.2200  0.355
201 H 2.4273 -21.1180 25.2633  0.007
202 H 2.3881 -21.1921 22.7221  -0.209
203 H 2.2767 -19.4440 22.7164  0.307
204 H -0.0925 -19.7237 23.5600  0.342
205 H 0.3887 -22.1306 24.6261  0.064
206 H 0.3840 -22.6168 22.9916  0.017
207 H -1.7513 -22.9469 23.5281  -0.066
208 H -1.9286 -21.3300 22.8374  0.545
209 H -3.6703 -22.4768 25.0097  -0.058
210 H -3.7056 -21.0085 23.9140  0.399
211 H -3.6175 -20.9110 25.7116  0.476
212 C 3.1494 -27.4689 20.7765  -0.027
213 O 2.1564 -26.7785 21.5910  0.850
214 C 1.5472 -25.5428 21.0137  -0.349
215 C 0.3679 -25.2168 21.8133  -0.282
216 N -0.5649 -26.3441 21.6818  1.192
217 C -1.7409 -26.1835 22.5391  -2.329
218 C -1.5108 -25.6309 23.9627  -0.580
219 O -0.5746 -26.4244 24.6873  1.457
220 C -0.5214 -25.9397 25.9973  -0.645
221 H 3.7003 -28.1553 21.4485  -0.531
222 H 3.8602 -26.7830 20.3691  0.408
223 H 2.6861 -27.9944 19.9423  -0.115
224 H 1.2555 -25.7448 19.9892  -0.091
225 H 2.2925 -24.7382 21.0532  -0.278
226 H -0.1948 -24.4215 21.3744  0.010
227 H 0.5759 -25.0639 22.8577  0.121
228 H -0.1014 -27.2274 22.0169  -0.509
229 H -2.3840 -27.0345 22.4873  0.192
230 H -2.2006 -25.3729 22.0608  0.246
231 H -2.4779 -25.7059 24.4601  1.146
232 H -1.1649 -24.5712 23.8999  -0.675
233 H -0.3098 -24.8824 25.9695  0.094
234 H 0.1789 -26.3627 26.6496  0.134
235 H -1.5071 -26.1053 26.4113  -0.048
236 C 4.7003 -31.0284 18.2705  -0.535
237 O 3.9932 -31.1811 17.0789  -0.416
238 C 3.9216 -29.9574 16.3209  -0.093
239 C 3.2955 -30.3750 14.9805  -1.206
240 N 3.0577 -29.1849 14.2356  0.123
241 C 2.1591 -29.3774 13.0637  -0.846
242 C 2.0232 -28.0908 12.2244  -0.477
243 O 3.2683 -27.8485 11.6374  -0.324
244 C 3.4008 -26.5288 11.0676  -0.690
245 H 4.7476 -32.0617 18.7008  0.310
246 H 4.1821 -30.4281 19.0223  -0.023
247 H 5.7504 -30.7066 18.1224  0.435
248 H 4.9420 -29.7059 16.1984  0.761
249 H 3.4130 -29.1101 16.8235  -0.174
250 H 2.3766 -30.8959 15.2278  0.436
251 H 4.0172 -31.0108 14.4416  0.383
252 H 3.9028 -28.7906 13.8427  0.217
253 H 1.2148 -29.6441 13.5350  0.440
254 H 2.4279 -30.1430 12.3410  0.405
255 H 1.7123 -27.2490 12.8424  0.262
256 H 1.1187 -28.1715 11.5060  0.314
257 H 4.4013 -26.5730 10.6818  0.274
258 H 3.2281 -25.7439 11.7697  0.268
259 H 2.7440 -26.3153 10.1453  0.268

The calculation puts the energy above the lowest of the compared OMol25 structures with the same formula, charge and spin at 91.6 kcal per mole. The value obtained for the calculated total energy is -4506.96395 a.u. As for the charge: 0. Its HOMO energy is -0.3114 Ha. For the frontier orbital gap, the calculation gives 9.053 eV.